1.
The following is a quantum chemistry calculation of the molecule C3H8N2S in a non-equilibrium geometry, from the Open Molecules 2025 dataset.

Results
HOMO level = -8.41 eV
spin multiplicity = 1
Kohn-Sham gap = 9.258 eV
structure (SMILES) = C=NNCCS
M = 104.18 g/mol
E = -17054.173 eV
energy above the lowest of the compared OMol25 structures with the same formula, charge and spin = 59.0 kcal per mole

CARTESIAN COORDINATES (ANGSTROEM)
C (-0.6251, -1.5355, -0.0550)
C (-0.4717, -0.4562, 0.9628)
C (0.1643, 2.9422, 0.4858)
H (1.7440, -1.4769, -0.3852)
H (-0.7020, -2.5055, 0.4409)
H (-1.5592, -1.2037, -0.6028)
H (0.5022, -0.5488, 1.4505)
H (-1.2279, -0.3983, 1.7114)
H (0.1744, 0.9215, -0.6466)
H (0.3973, 3.8132, 1.0643)
H (0.7630, 2.8778, -0.3884)
N (-0.4235, 0.8564, 0.2537)
N (-0.4069, 1.9365, 1.0207)
S (0.7073, -1.6708, -1.2454)

---

2.
The following is a quantum chemistry calculation of a structure of composition C26H25Br2F6KN2OPS4Te in a non-equilibrium geometry, from the Open Molecules 2025 dataset.

Results
net charge = -2
HOMO level (spin up / spin down) = -1.46 / -1.46 eV
spin multiplicity = 2
<S²> = 0.75
Kohn-Sham gap (spin up / spin down) = 5.127 / 4.571 eV
M = 981.24 g/mol
E = -265043.235 eV
energy above the lowest of the compared OMol25 structures with the same formula, charge and spin = 3.2 kcal per mole

CARTESIAN COORDINATES (ANGSTROEM)
K (0.3702, -0.9422, 0.9846)
C (-3.7192, 0.5235, -0.5270)
C (-3.7171, 1.8914, 0.1488)
S (-2.2164, 2.2289, 1.1266)
C (-1.7580, 3.8770, 0.5028)
C (-1.4847, 4.0034, -0.9903)
S (-0.1821, 2.8513, -1.5360)
C (-0.9361, 2.0765, -2.9979)
C (-2.2913, 1.4096, -2.7973)
S (-2.2687, 0.0960, -1.5297)
H (-3.7432, -0.2675, 0.2223)
H (-4.6138, 0.4301, -1.1474)
H (-3.8144, 2.6944, -0.5820)
H (-4.5738, 1.9455, 0.8228)
H (-2.5320, 4.5896, 0.7990)
H (-0.8468, 4.0974, 1.0608)
H (-2.3822, 3.8196, -1.5810)
H (-1.1555, 5.0238, -1.2001)
H (-1.0052, 2.8239, -3.7920)
H (-0.1916, 1.3295, -3.2824)
H (-3.0521, 2.1384, -2.5178)
H (-2.6009, 0.9564, -3.7416)
Br (3.7512, -0.3352, -2.9671)
C (3.7524, 0.6077, -1.3104)
C (4.9380, 1.2324, -0.9373)
C (4.9927, 1.9570, 0.2209)
Br (6.6526, 2.7994, 0.6727)
C (3.8582, 2.1111, 1.0422)
C (3.8334, 2.8430, 2.2454)
C (2.6651, 2.9509, 2.9485)
C (1.5120, 2.3386, 2.4386)
N (1.5041, 1.6345, 1.3347)
C (2.6448, 1.4804, 0.6398)
C (2.5628, 0.6389, -0.5556)
O (1.5006, 0.0252, -0.8548)
H (5.8112, 1.1341, -1.5669)
H (4.7426, 3.3036, 2.6068)
H (2.6226, 3.4871, 3.8880)
H (0.5679, 2.4125, 2.9720)
S (3.1889, -1.5701, 3.1389)
C (1.8754, -1.0374, 4.0988)
C (1.9066, -1.1741, 5.5129)
C (0.8585, -0.7084, 6.2687)
C (-0.2315, -0.1067, 5.6327)
C (-0.1952, -0.0252, 4.2542)
N (0.8096, -0.4663, 3.4992)
H (2.7686, -1.6476, 5.9611)
H (0.8773, -0.8095, 7.3498)
H (-1.0833, 0.2628, 6.1893)
H (-1.0231, 0.4272, 3.7105)
F (-1.7811, -1.3326, 1.2471)
P (-2.7122, -2.5180, 1.8961)
F (-3.7947, -1.3827, 2.3360)
F (-1.6307, -3.6146, 1.4200)
F (-1.9465, -2.3409, 3.2950)
F (-3.6501, -3.6741, 2.5303)
F (-3.4796, -2.6600, 0.4714)
Te (0.7431, -2.2233, -2.2419)
C (0.4040, -4.0606, -3.2549)
C (-0.8912, -4.5677, -3.3768)
C (-1.1318, -5.7683, -4.0258)
C (-0.0823, -6.4895, -4.5804)
C (1.2108, -5.9958, -4.4702)
C (1.4492, -4.7990, -3.8119)
H (-1.7187, -4.0152, -2.9437)
H (-2.1455, -6.1452, -4.0991)
H (-0.2690, -7.4297, -5.0857)
H (2.0395, -6.5529, -4.8928)
H (2.4658, -4.4304, -3.7234)

---

3.
The following is a quantum chemistry calculation of a cluster of 2 separate species, C4H8O4 in total in a non-equilibrium geometry, from the Open Molecules 2025 dataset.

Results
HOMO level = -10.64 eV
spin multiplicity = 1
Kohn-Sham gap = 11.429 eV
structure (SMILES) = CC(=O)O.CC(=O)O
M = 120.10 g/mol
E = -12468.105 eV
energy above the lowest of the compared OMol25 structures with the same formula, charge and spin = 24.3 kcal per mole

CARTESIAN COORDINATES (ANGSTROEM)
C (-1.8782, 0.0708, -0.0350)
C (-3.3447, 0.0282, 0.0734)
C (1.8246, -0.1393, 0.0763)
C (3.4010, -0.0039, -0.0381)
H (-0.3717, -1.3299, -0.0170)
H (-3.7732, 1.0708, -0.1195)
H (-3.7965, -0.6289, -0.6694)
H (-3.4886, -0.4038, 1.1112)
H (0.3896, 1.1262, -0.0833)
H (4.0082, -0.9222, 0.2305)
H (3.6905, 0.3076, -0.9986)
H (3.5221, 0.8334, 0.6644)
O (-1.2999, 1.1544, 0.1709)
O (-1.3889, -1.1587, -0.3820)
O (1.1926, -1.1344, 0.2762)
O (1.3129, 1.1295, -0.2601)

---

4.
The following is a quantum chemistry calculation of the ion ClH6N3P with charge +1 in a non-equilibrium geometry, from the Open Molecules 2025 dataset.

Results
net charge = +1
HOMO level = -15.47 eV
spin multiplicity = 1
Kohn-Sham gap = 11.985 eV
structure (SMILES) = NP(N)(=[NH2+])Cl
M = 114.50 g/mol
E = -26373.787 eV
energy above the lowest of the compared OMol25 structures with the same formula, charge and spin = 9.8 kcal per mole

CARTESIAN COORDINATES (ANGSTROEM)
N (-0.1467, -1.2788, -0.8729)
N (0.3110, 1.1992, -0.8761)
N (0.4509, 0.0966, 1.6894)
P (-0.2540, 0.0558, 0.0914)
Cl (-2.2375, 0.1972, 0.1855)
H (0.7752, -1.5776, -1.1327)
H (-0.9566, -2.0619, -0.8721)
H (0.1367, 2.2232, -0.7846)
H (0.9141, 0.7424, -1.6156)
H (0.8713, 0.9910, 1.8078)
H (0.1355, -0.5871, 2.3798)